A.
# CH3IOS2

A structure of composition CH3IOS2 (ωB97M-V/def2-TZVPD, OMol25).

```
! RIJCOSX wB97M-V def2-TZVPD def2/J DEFGRID3
* xyz 0 1
C 0.0134 -0.7194 -0.4227
O -1.9003 0.8541 0.3055
S 1.1712 2.3941 -0.7226
S -0.4864 0.7846 0.5780
I 2.0736 -1.1436 0.2223
H -0.6653 -1.5325 -0.0434
H -0.1415 -0.5607 -1.5160
H -0.0648 -0.0767 1.5988
*
```

Properties
- LUMO level (spin up / spin down) (eV) = -2.29 / -2.21
- frontier orbital gap (spin up / spin down) (Ha) = 0.2629 / 0.2604

B.
# CH3IOS2

The molecule CH3IOS2 (ωB97M-V/def2-TZVPD, OMol25).

```
! RIJCOSX wB97M-V def2-TZVPD def2/J DEFGRID3
* xyz 0 1
S -2.5753 -0.3112 0.2781
S -1.2072 1.1272 -0.2214
O -0.0256 0.3516 -1.0406
C 1.3261 0.0187 -0.4284
I 1.4849 0.0680 1.6638
H -2.3477 -0.9219 1.5107
H 1.9205 0.7036 -0.8553
H 1.4242 -1.0358 -0.9069
*
```

Properties
- LUMO level (eV) = 0.26
- frontier orbital gap (Ha) = 0.3468

Each structure's energy above the most stable one, in kJ/mol: A 286.4; B 0.0.

A.
# CH3IOS2

A cluster of 2 separate species, CH3IOS2 in total (ωB97M-V/def2-TZVPD, OMol25).

```
! RIJCOSX wB97M-V def2-TZVPD def2/J DEFGRID3
* xyz 0 1
C 1.7500 -0.3647 -0.5533
O -1.8821 -0.2802 -0.1624
S 0.2003 1.7492 0.9940
S 1.3331 0.2632 0.9908
I -3.3236 -0.7223 1.0787
H 2.6427 -1.0501 -0.7206
H 1.0817 -0.3219 -1.4682
H -1.8021 0.7267 -0.1591
*
```

Properties
- LUMO level (spin up / spin down) (eV) = -1.33 / -1.32
- frontier orbital gap (spin up / spin down) (Ha) = 0.2773 / 0.2776

B.
# CH3IOS2

The molecule CH3IOS2 (ωB97M-V/def2-TZVPD, OMol25).

```
! RIJCOSX wB97M-V def2-TZVPD def2/J DEFGRID3
* xyz 0 1
C 1.2436 -0.3651 -0.4501
O -0.9892 -0.0292 1.8964
S -0.1673 0.6441 -1.0200
S -1.5440 -0.2179 0.3329
I -3.3595 1.4326 0.1062
H 1.5198 -1.3735 -0.8855
H 1.1634 -0.3072 0.6411
H 2.1333 0.2162 -0.6211
*
```

Properties
- LUMO level (eV) = -1.44
- frontier orbital gap (Ha) = 0.2983

Each structure's energy above the most stable one, in kJ/mol: A 121.9; B 0.0.

A.
# CH3IOS2

The molecule CH3IOS2 (ωB97M-V/def2-TZVPD, OMol25).

```
! RIJCOSX wB97M-V def2-TZVPD def2/J DEFGRID3
* xyz 0 1
C 1.2636 -0.5000 0.1262
O -1.7114 2.0907 -0.3956
S -1.1921 0.7772 -0.5891
S 0.1212 0.6326 0.9953
I -2.9587 -0.8651 -0.0236
H 2.2386 -0.4033 0.5892
H 0.9096 -1.5223 0.2165
H 1.3292 -0.2098 -0.9189
*
```

Properties
- LUMO level (eV) = -0.87
- frontier orbital gap (Ha) = 0.3130

B.
# CH3IOS2

The molecule CH3IOS2 (ωB97M-V/def2-TZVPD, OMol25).

```
! RIJCOSX wB97M-V def2-TZVPD def2/J DEFGRID3
* xyz 0 1
C -0.5811 1.2547 -0.0181
O -0.5808 -1.4720 0.6524
S 1.4423 0.4699 0.5004
S 0.8148 -1.5127 0.5674
I 1.1885 -2.5189 -1.6989
H -0.5654 1.9218 -0.8668
H -0.8206 1.6818 0.9122
H -0.8978 0.1754 -0.0486
*
```

Properties
- LUMO level (eV) = -0.97
- frontier orbital gap (Ha) = 0.3049

Each structure's energy above the most stable one, in kJ/mol: A 0.0; B 119.3.

A.
# C18H23FN4O3

The molecule C18H23FN4O3 (ωB97M-V/def2-TZVPD, OMol25).

```
! RIJCOSX wB97M-V def2-TZVPD def2/J DEFGRID3
* xyz 0 1
C 2.2613 -0.4739 -4.1191
C 0.7397 -0.5847 -4.1152
C 0.2324 -1.9233 -3.5807
C 0.4392 -2.1462 -2.0812
N -0.2512 -1.1740 -1.2307
C -1.6123 -1.0816 -1.3013
O -2.2876 -1.6236 -2.1488
C -2.2331 -0.2022 -0.2545
C -3.2476 -0.7270 0.5381
C -3.8530 0.0457 1.5125
C -3.4699 1.3637 1.6975
C -2.4828 1.9167 0.8998
C -1.8842 1.1264 -0.0612
F -0.9208 1.6899 -0.8408
C 0.3728 -0.8681 0.0144
C 1.3269 0.1182 0.1017
N 1.7648 0.7588 -1.0134
N 1.9104 0.4186 1.3069
C 2.8969 1.4816 1.4275
C 2.2391 2.8592 1.5491
C 3.2894 3.9607 1.6025
C 1.5493 -0.2248 2.4838
O 2.0399 0.0624 3.5506
N 0.6123 -1.2063 2.3427
C -0.0384 -1.6107 1.1746
O -0.8682 -2.4954 1.2114
H 2.5708 0.4945 -4.5064
H 2.6770 -0.5905 -3.1217
H 2.6873 -1.2454 -4.7568
H 0.3826 -0.4736 -5.1412
H 0.2917 0.2300 -3.5399
H -0.8326 -2.0077 -3.7924
H 0.7464 -2.7340 -4.1015
H 1.4999 -2.0921 -1.8273
H 0.0752 -3.1498 -1.8314
H -3.5327 -1.7558 0.3876
H -4.6281 -0.3818 2.1294
H -3.9412 1.9678 2.4576
H -2.1764 2.9453 1.0103
H 2.1441 1.6853 -0.9219
H 1.1682 0.6224 -1.8171
H 3.5831 1.4352 0.5787
H 3.4599 1.2753 2.3407
H 1.6429 2.8739 2.4629
H 1.5602 3.0351 0.7106
H 3.8909 3.9674 0.6957
H 2.8135 4.9321 1.7052
H 3.9509 3.8108 2.4517
H 0.3500 -1.6923 3.1928
*
```

Properties
- LUMO level (eV) = 0.54
- frontier orbital gap (Ha) = 0.3322

B.
# C18H23FN4O3

The molecule C18H23FN4O3 (ωB97M-V/def2-TZVPD, OMol25).

```
! RIJCOSX wB97M-V def2-TZVPD def2/J DEFGRID3
* xyz 0 1
O 1.6416 2.0647 1.1473
C 1.1789 1.9193 0.0310
N 1.9521 1.8375 -1.0763
C 3.3767 1.6384 -0.9699
C 3.7272 0.1436 -1.1109
N 2.9811 -0.6913 -0.2129
C 3.2124 -0.7203 1.2164
C 2.1422 -1.7097 1.6992
N 1.1767 -1.6566 0.6231
C 1.7258 -1.1383 -0.5200
O 1.1911 -1.0796 -1.6072
C -0.3143 1.8716 -0.2407
C -0.9374 3.2664 -0.1889
C -2.4222 3.1559 -0.5101
C -3.1589 1.9733 0.0956
O -4.3741 1.9128 0.0465
N -2.4185 0.9756 0.6311
C -3.0777 -0.2512 1.0286
C -2.4909 -1.4517 0.3350
C -2.1701 -2.6038 1.0428
C -1.6136 -3.7047 0.4118
C -1.3559 -3.6704 -0.9494
C -1.6636 -2.5361 -1.6788
C -2.2276 -1.4525 -1.0324
F -2.5214 -0.3623 -1.7675
C -0.9917 1.0408 0.8439
H 1.5236 1.5236 -1.9348
H 3.6764 2.0128 0.0114
H 3.8898 2.2082 -1.7481
H 4.7956 -0.0049 -0.9345
H 3.4762 -0.1907 -2.1218
H 4.2291 -1.0548 1.4353
H 3.0504 0.2715 1.6564
H 1.6870 -1.3979 2.6413
H 2.5534 -2.7209 1.8201
H 0.4278 -2.3285 0.5607
H -0.5042 1.4156 -1.2162
H -0.7878 3.6794 0.8106
H -0.4521 3.9347 -0.9036
H -2.9560 4.0615 -0.2167
H -2.5603 3.0422 -1.5899
H -4.1326 -0.1285 0.7561
H -3.0086 -0.3844 2.1148
H -2.3622 -2.6343 2.1056
H -1.3787 -4.5889 0.9861
H -0.9138 -4.5223 -1.4424
H -1.4647 -2.4737 -2.7358
H -0.5891 0.0245 0.8343
H -0.7673 1.4848 1.8236
*
```

Properties
- LUMO level (eV) = 0.71
- frontier orbital gap (Ha) = 0.3549

Each structure's energy above the most stable one, in kJ/mol: A 17.0; B 0.0.

A.
# C4H14O2S

A cluster of 3 separate species, C4H14O2S in total (ωB97M-V/def2-TZVPD, OMol25).

```
! RIJCOSX wB97M-V def2-TZVPD def2/J DEFGRID3
* xyz 0 1
C 2.1596 0.7483 -3.2014
C 1.2968 1.7678 -2.4647
C 1.7196 1.9487 -0.9890
S 0.4538 1.7066 0.2660
C 0.1505 -0.0562 -0.2410
H 3.2125 0.7966 -2.8556
H 2.1573 0.4850 -4.2830
H 1.7715 -0.2617 -2.9536
H 1.3036 2.7065 -3.0032
H 0.2039 1.4660 -2.4959
H 2.5674 1.3062 -0.7814
H 2.0416 3.0081 -0.9036
H -0.6929 -0.1023 -0.9417
H 0.0981 -0.7251 0.6194
H 1.0402 -0.3808 -0.8240
O -4.6566 -2.7790 4.0250
H -5.1869 -2.6599 3.2283
H -5.1633 -2.3809 4.7358
O -1.4122 -1.8272 4.3419
H -2.2636 -2.2367 4.1544
H -0.8009 -2.5301 4.5674
*
```

Properties
- LUMO level (eV) = 0.68
- frontier orbital gap (Ha) = 0.3348

B.
# C4H14O2S

A cluster of 3 separate species, C4H14O2S in total (ωB97M-V/def2-TZVPD, OMol25).

```
! RIJCOSX wB97M-V def2-TZVPD def2/J DEFGRID3
* xyz 0 1
C 0.3441 -0.1631 3.2943
C 0.0337 -0.2970 1.7304
C 0.3852 -1.7657 1.4067
C 0.5734 -2.0196 -0.0853
S 0.6024 -3.7744 -0.7006
H 0.0517 0.8260 3.6402
H 1.3331 -0.5585 3.6586
H -0.4142 -0.7977 3.8226
H -1.0788 -0.1936 1.6209
H 0.4536 0.5826 1.2555
H 1.3701 -1.8610 1.9180
H -0.2266 -2.5425 1.8946
H -0.1765 -1.5328 -0.7300
H 1.5958 -1.6784 -0.2455
H 0.4507 -3.3939 -1.9783
O -0.0747 3.7027 -2.6331
H -0.6487 3.4950 -3.3826
H 0.6386 4.1707 -3.0822
O -2.0907 5.9502 -1.2903
H -1.9801 6.8728 -1.0523
H -1.8463 5.8195 -2.2099
*
```

Properties
- LUMO level (eV) = 0.58
- frontier orbital gap (Ha) = 0.3462

Each structure's energy above the most stable one, in kJ/mol: A 0.0; B 24.9.